(1)
C7H19O4 | wB97M-V/def2-TZVPD

Kohn-Sham gap	7.37	eV
E_LUMO	3.158	eV
total charge	-1
relative energy (zero: lowest compared OMol25 entry of this formula, charge and spin)	25.0	kcal/mol
electronic energy	-15756.740	eV
multiplicity	1
HOMO	-0.15467	Ha

Each line ends with the Mulliken charge.
CARTESIAN COORDINATES (ANGSTROEM)
C: -2.014 1.536 -0.231  -0.658
O: -2.139 1.844 -1.588  -0.817
C: -0.678 2.044 0.378  -0.689
C: 0.284 0.922 0.809  -0.249
C: -0.007 0.267 2.162  -0.762
C: -0.887 -1.015 2.049  -0.645
C: -0.025 -2.066 1.408  -0.299
C: 0.252 -3.198 2.051  -0.741
H: -2.194 0.446 -0.171  0.238
H: -2.822 2.004 0.368  0.279
H: -0.253 2.690 -0.374  0.368
H: -0.866 2.657 1.266  0.419
H: 1.169 1.546 1.028  0.231
H: 0.600 0.259 0.010  0.228
H: 0.956 -0.095 2.542  0.322
H: -0.332 0.988 2.902  0.466
H: -1.161 -1.364 3.039  0.338
H: -1.739 -0.734 1.433  0.215
H: 0.349 -1.950 0.403  0.478
H: 0.884 -3.981 1.660  0.319
H: -0.092 -3.251 3.076  0.255
H: -1.255 1.193 -2.096  0.360
H: -0.746 -0.360 -2.116  0.139
O: -0.396 0.463 -2.463  -0.786
H: 1.274 0.560 -3.823  0.324
H: 1.295 1.696 -2.954  0.355
O: 1.796 1.376 -3.723  -0.709
H: 3.004 -1.907 1.226  0.334
H: 2.260 -2.068 -0.138  0.348
O: 3.036 -2.337 0.360  -0.661

Cartesian forces, eV/Å:
-0.6 0.6 -0.8
-0.1 0.4 0.5
-1.0 -1.7 0.1
1.0 2.3 0.8
0.4 -1.2 -0.5
1.1 1.2 -0.4
-0.7 -1.0 0.3
0.2 0.6 0.2
0.5 -0.1 0.7
-0.1 -0.1 -0.3
0.3 0.1 -0.3
0.0 0.0 0.0
0.4 -0.5 -0.1
-0.4 -0.2 -0.1
0.1 0.1 0.2
-0.5 0.2 0.0
-0.4 0.0 0.1
-0.3 -0.4 0.1
-0.2 0.3 -0.2
0.0 0.0 -0.1
-0.1 -0.5 0.1
-0.3 0.3 0.0
0.1 -0.2 -0.1
0.3 -0.5 -0.1
0.1 0.3 -0.1
0.2 0.0 -0.2
-0.1 -0.2 0.2
-0.4 0.0 -0.4
0.0 0.2 0.2
0.5 -0.2 0.1

(2)
C7H19PSi | wB97M-V/def2-TZVPD

Kohn-Sham gap	7.96	eV
E_LUMO	0.618	eV
SMILES	C[Si](C)(C)C=P(C)(C)C
total charge	0
relative energy (zero: lowest compared OMol25 entry of this formula, charge and spin)	0.0	kcal/mol
electronic energy	-24731.297	eV
multiplicity	1
HOMO	-0.26966	Ha

Each line ends with the Mulliken charge.
CARTESIAN COORDINATES (ANGSTROEM)
C: -0.310 -0.345 1.336  -1.003
C: -1.181 0.152 -1.787  -0.931
C: -1.887 2.184 0.449  -1.185
C: -3.260 -0.513 0.248  -1.153
C: 2.665 -0.943 1.707  -1.400
C: 1.968 -1.693 -0.948  -1.227
C: 1.880 1.114 -0.154  -1.330
Si: -1.575 0.301 0.073  0.576
P: 1.379 -0.562 0.451  1.236
H: -0.401 -1.323 1.750  0.363
H: -0.321 -0.399 -2.160  0.206
H: -2.125 -0.185 -2.341  0.300
H: -1.040 1.227 -2.066  0.250
H: -2.154 2.584 -0.515  0.354
H: -2.691 2.493 1.207  0.315
H: -0.980 2.488 0.862  0.303
H: -3.535 -1.032 1.250  0.283
H: -3.991 0.146 -0.154  0.311
H: -3.281 -1.391 -0.450  0.319
H: 3.612 -0.892 1.182  0.414
H: 2.622 -0.181 2.483  0.336
H: 2.428 -1.815 2.148  0.471
H: 2.989 -1.613 -1.075  0.441
H: 1.637 -2.657 -0.561  0.327
H: 1.516 -1.726 -2.090  0.300
H: 2.812 1.245 0.233  0.551
H: 1.991 1.416 -1.286  0.307
H: 1.232 1.922 0.208  0.264

Cartesian forces, eV/Å:
3.1 0.2 -3.1
-1.2 1.2 -0.6
-2.1 -1.6 0.4
0.5 -2.9 0.8
-0.1 3.3 -1.9
-3.9 -0.5 -1.8
-2.3 0.7 -2.8
-0.4 -0.2 1.5
-2.3 1.8 0.2
-0.7 -0.9 0.6
-0.1 -0.1 0.2
1.3 0.3 0.7
0.0 -0.8 -0.2
0.2 0.8 -0.3
1.0 -0.9 -1.1
1.6 1.2 0.3
0.3 1.5 -1.5
-1.0 0.6 0.2
0.1 0.5 0.3
0.3 -0.4 0.2
0.0 0.2 -0.1
-0.4 -3.3 1.3
2.2 0.0 0.1
0.6 -0.4 -0.1
0.7 0.8 3.1
2.8 0.7 1.2
-0.4 -1.5 1.9
0.1 -0.5 0.4

(3)
C7H20BCl6NO5P2 | wB97M-V/def2-TZVPD

Kohn-Sham gap	9.01	eV
E_LUMO	0.061	eV
total charge	0
electronic energy	-113704.169	eV
multiplicity	1
HOMO	-0.32887	Ha

Each line ends with the Mulliken charge.
CARTESIAN COORDINATES (ANGSTROEM)
N: -0.038 -3.099 -4.241  -0.839
P: -1.069 -1.961 -4.070  0.751
O: -0.673 -0.946 -2.880  -0.458
O: -1.266 -1.058 -5.392  -0.528
B: -2.824 -2.605 -3.636  0.384
C: -3.644 -3.372 -4.731  -0.438
P: -4.805 -2.056 -5.008  0.791
O: -4.153 -0.764 -4.692  -0.679
O: -6.067 -2.412 -4.108  -0.512
O: -5.426 -2.158 -6.476  -0.510
H: 0.402 -3.118 -5.153  0.255
H: -1.447 -0.520 -2.489  0.302
H: -1.724 -0.222 -5.242  0.337
H: -3.317 -2.400 -2.573  -0.147
H: -4.129 -4.273 -4.362  0.321
H: -3.089 -3.589 -5.644  0.300
H: -6.451 -1.601 -3.740  0.348
H: -4.769 -1.924 -7.148  0.339
Cl: -1.419 -2.372 -0.015  -0.225
C: 0.363 -2.310 -0.091  -0.479
C: 0.939 -1.415 0.973  -0.324
Cl: 0.534 0.305 0.699  -0.225
H: 0.626 -1.974 -1.091  0.246
H: 0.725 -3.327 0.052  0.381
H: 2.024 -1.491 0.972  0.331
H: 0.571 -1.680 1.960  0.259
Cl: 3.337 1.917 4.613  -0.216
C: 1.758 1.138 4.322  -0.060
C: 1.706 -0.256 4.891  -0.548
Cl: 2.786 -1.377 4.015  -0.181
H: 1.585 1.136 3.249  0.001
H: 1.004 1.756 4.806  0.310
H: 0.694 -0.646 4.797  0.305
H: 2.001 -0.273 5.937  0.400
Cl: 4.278 7.286 3.441  -0.186
C: 4.931 6.630 4.965  -0.416
C: 4.097 5.494 5.499  -0.309
Cl: 2.493 6.040 6.056  -0.192
H: 4.986 7.449 5.678  0.323
H: 5.936 6.270 4.754  0.290
H: 4.596 5.048 6.357  0.316
H: 3.936 4.730 4.745  0.183

Cartesian forces, eV/Å:
-0.2 0.3 -0.1
0.0 -0.2 0.1
0.0 0.2 -0.3
0.3 0.0 -0.1
0.0 0.3 0.1
0.1 -0.1 0.0
-0.3 -0.2 -0.1
0.0 0.0 0.0
0.1 0.3 -0.1
0.3 0.1 0.0
0.2 -0.2 0.1
0.0 0.0 0.2
-0.2 -0.1 0.0
0.1 -0.2 0.1
-0.2 0.0 0.0
0.1 0.0 0.0
0.0 -0.2 0.0
-0.2 0.0 0.0
-0.1 0.0 0.1
0.1 0.0 -0.1
0.0 -0.1 0.0
0.0 0.0 0.0
0.0 0.0 0.0
0.0 0.0 0.0
0.0 0.0 0.0
0.0 0.0 0.0
0.0 0.0 0.0
-0.1 0.0 0.0
0.0 0.0 0.0
0.0 0.0 0.0
0.0 0.0 0.0
0.0 0.0 0.0
0.0 0.0 0.0
0.0 0.0 0.0
0.0 0.0 0.0
0.0 0.0 0.0
0.0 0.0 0.0
0.0 0.0 0.0
0.0 0.0 0.0
0.0 0.0 0.0
0.0 0.0 0.0
0.0 0.0 0.0

(4)
C7H20BrO5S | wB97M-V/def2-TZVPD

Kohn-Sham gap	8.45	eV
E_LUMO	3.184	eV
total charge	-1
relative energy (zero: lowest compared OMol25 entry of this formula, charge and spin)	0.0	kcal/mol
electronic energy	-98701.208	eV
multiplicity	1
HOMO	-0.19362	Ha

Each line ends with the Mulliken charge.
CARTESIAN COORDINATES (ANGSTROEM)
Br: 0.230 0.617 -0.549  -0.820
C: 1.404 2.838 -5.417  -1.152
C: 0.909 2.652 -3.998  -0.053
O: 0.473 1.308 -3.862  -0.503
H: 2.261 2.182 -5.587  0.284
H: 1.738 3.863 -5.596  0.356
H: 0.629 2.596 -6.143  0.288
H: 0.067 3.329 -3.811  0.256
H: 1.724 2.834 -3.291  0.252
H: 0.091 1.215 -2.975  0.131
C: -2.044 -4.259 -0.884  -1.165
C: -1.150 -3.088 -1.218  -0.108
O: -0.672 -2.517 -0.013  -0.352
H: -1.495 -5.039 -0.341  0.279
H: -2.376 -4.777 -1.789  0.359
H: -2.879 -3.977 -0.245  0.300
H: -1.719 -2.342 -1.781  0.278
H: -0.310 -3.437 -1.830  0.252
H: -0.393 -1.607 -0.230  0.144
O: -1.699 0.511 4.492  -0.636
S: -0.652 1.462 4.278  1.179
O: -0.337 2.441 5.277  -0.634
O: 0.719 0.656 4.044  -0.345
C: 0.705 -0.343 3.003  0.133
C: 1.776 -1.378 3.290  -1.300
C: -0.883 2.342 2.721  -0.553
H: 0.789 0.129 2.025  0.007
H: -0.255 -0.869 2.979  0.404
H: 1.758 -1.620 4.352  0.342
H: 2.774 -1.007 3.048  0.310
H: 1.585 -2.255 2.674  0.355
H: -0.716 1.671 1.879  0.101
H: -0.152 3.145 2.717  0.286
H: -1.900 2.721 2.783  0.323

Cartesian forces, eV/Å:
-0.1 0.1 -0.1
0.3 0.0 0.0
-0.2 -0.5 -0.2
-0.2 0.3 -0.3
-0.1 0.0 -0.1
-0.1 0.0 0.1
0.0 0.0 0.0
0.2 0.2 0.2
-0.1 0.3 0.1
0.2 -0.3 0.2
0.3 -0.8 0.1
0.0 0.1 0.4
-0.1 -0.1 -0.2
0.1 0.3 0.1
-0.3 0.3 0.0
-0.1 0.1 -0.2
0.1 0.0 -0.1
0.0 0.1 -0.1
0.1 0.1 0.2
-0.2 0.1 0.0
1.1 0.2 -0.7
-0.1 -0.2 0.1
-0.6 0.6 0.2
-0.4 -0.9 -0.4
0.2 0.6 -0.1
0.1 -0.6 0.8
0.4 0.1 0.0
-0.1 0.2 0.3
-0.1 -0.2 0.0
0.0 0.0 0.0
0.0 -0.1 0.1
-0.2 0.0 -0.1
0.0 0.0 0.0
0.0 0.0 -0.2

The lowest HOMO belongs to which entry?
C7H20BCl6NO5P2